Record 1
The following is a DFT calculation (ωB97M-V/def2-TZVPD) of a structure of composition C18H41N2P3RhS2.

Calculated values
E_LUMO (alpha / beta) (eV): -7.8600 / -11.9014
Total charge: +3
Relative energy (zero: lowest compared OMol25 entry of this formula, charge and spin) (eV): 0.413
Multiplicity: 5
Kohn-Sham gap (alpha / beta) (eV): 5.40 / 5.08
Strongest force on any atom (eV/A): 2.6

Structure (XYZ):
```
67
Properties=species:S:1:pos:R:3:lowdin_spin:R:1
Rh -0.40 -0.66 0.69 1.517
P -1.94 -1.67 -0.71 0.146
P 0.68 -2.88 0.92 0.089
P -1.32 1.46 0.37 0.079
H 2.33 -0.72 -0.10 0.019
C 1.67 0.05 0.30 0.244
C 1.35 0.11 1.68 0.107
H 1.70 -0.63 2.39 0.005
C -1.27 -1.66 -2.41 0.048
C -2.42 -3.42 -0.49 0.011
C -3.63 -0.99 -0.86 0.016
C 2.29 -2.91 1.85 0.014
C -0.02 -4.40 1.66 0.023
C 1.28 -3.50 -0.71 0.006
C -0.33 2.78 1.15 0.015
C -2.99 1.80 1.07 0.019
C -1.41 1.78 -1.42 0.016
H 1.67 1.00 -0.25 0.021
H 1.12 1.09 2.09 0.008
H -2.00 -2.10 -3.10 0.010
H -0.35 -2.23 -2.46 0.001
H -1.06 -0.64 -2.72 0.001
H -3.27 -3.65 -1.15 0.003
H -2.73 -3.62 0.54 0.000
H -1.62 -4.11 -0.76 0.000
H -4.21 -1.65 -1.53 0.003
H -3.64 0.01 -1.29 0.000
H -4.13 -0.97 0.11 0.001
H 2.74 -3.90 1.69 0.003
H 2.10 -2.75 2.92 0.000
H 2.97 -2.13 1.47 0.000
H 0.67 -5.22 1.44 0.005
H -1.00 -4.66 1.25 0.000
H -0.10 -4.28 2.74 0.001
H 2.03 -4.28 -0.52 0.001
H 1.74 -2.68 -1.26 0.001
H 0.46 -3.94 -1.29 0.000
H -0.75 3.74 0.85 0.003
H 0.72 2.72 0.82 0.002
H -0.38 2.66 2.24 0.000
H -3.28 2.81 0.75 0.004
H -2.95 1.76 2.17 0.000
H -3.73 1.07 0.71 0.000
H -1.64 2.84 -1.57 0.004
H -2.16 1.17 -1.91 0.000
H -0.43 1.55 -1.86 0.002
C 2.51 4.83 -2.15 0.225
C 2.61 5.15 -3.53 0.070
C 3.80 5.70 -4.02 0.047
C 4.87 5.99 -3.15 0.239
C 4.69 5.82 -1.77 0.044
C 3.51 5.28 -1.27 0.085
S 1.07 4.01 -1.54 0.252
H 0.99 2.86 -2.33 0.020
H 1.75 4.97 -4.18 0.000
H 3.90 5.92 -5.09 0.000
H 5.81 6.37 -3.55 0.009
H 5.48 6.13 -1.08 -0.001
H 3.32 5.21 -0.20 0.001
N -3.08 -3.21 3.03 0.044
C -2.01 -2.46 3.30 0.094
N -1.07 -2.92 4.17 0.043
S -1.83 -0.92 2.58 0.368
H -3.26 -4.09 3.53 0.002
H -3.86 -2.80 2.52 0.002
H -0.26 -2.34 4.36 0.002
H -1.30 -3.65 4.84 0.002
```

***

Record 2
The following is a DFT calculation (ωB97M-V/def2-TZVPD) of an isolated molecule of C5H10ClF.

Calculated values
E_LUMO (eV): 0.8775
SMILES: C[C@@H](Cl)C(C)(C)F
Relative energy (zero: lowest compared OMol25 entry of this formula, charge and spin) (eV): 0.000
Kohn-Sham gap (eV): 11.46
Strongest force on any atom (eV/A): 5.4

Structure (XYZ):
```
17
Properties=species:S:1:pos:R:3:lowdin_charge:R:1
C 1.30 0.59 1.29 -0.146
C 0.20 1.10 0.45 -0.650
Cl 0.69 2.48 -0.63 0.596
C -0.55 0.01 -0.47 -0.519
C -1.52 -0.91 0.28 -0.021
C 0.37 -0.74 -1.41 -0.043
F -1.55 0.78 -1.25 -0.098
H 1.71 1.41 1.92 0.091
H 2.25 0.37 0.78 0.087
H 0.99 -0.22 1.89 0.064
H -0.50 1.62 1.20 0.126
H -2.29 -0.50 0.78 0.046
H -1.86 -1.56 -0.56 0.097
H -0.98 -1.70 0.87 0.103
H 0.82 -1.69 -1.04 0.106
H 1.14 -0.02 -1.84 0.094
H -0.21 -1.01 -2.26 0.068
```

***

Record 3
The following is a DFT calculation (ωB97M-V/def2-TZVPD) of a cluster of 2 separate species, C3H8N3 in total.

Calculated values
E_LUMO (alpha / beta) (eV): -5.2099 / -5.2096
Total charge: +1
Relative energy (zero: lowest compared OMol25 entry of this formula, charge and spin) (eV): 3.266
Kohn-Sham gap (alpha / beta) (eV): 9.33 / 9.33
Strongest force on any atom (eV/A): 6.2

Structure (XYZ):
```
14
Properties=species:S:1:pos:R:3:lowdin_charge:R:1
C 1.39 -1.27 -0.02 -0.004
C 1.59 0.17 -0.29 -0.095
C -0.33 -0.30 0.80 -0.169
N 0.19 -1.43 0.43 0.116
N -2.22 -0.27 -0.52 0.034
N 0.35 0.76 0.29 0.104
H 1.90 -2.07 -0.52 0.140
H 2.50 0.67 0.06 0.143
H 1.57 0.13 -1.47 0.192
H -1.11 -0.03 1.49 0.141
H -2.53 0.83 -0.73 0.150
H -3.17 -0.53 -0.48 0.026
H 0.36 1.77 0.44 0.170
H -1.46 -0.48 -1.17 0.051
```

***

Record 4
The following is a DFT calculation (ωB97M-V/def2-TZVPD) of a structure of composition C19H49Cu2O18PbS5.

Calculated values
E_LUMO (alpha / beta) (eV): -13.2138 / -15.0943
Total charge: +4
Multiplicity: 4
Kohn-Sham gap (alpha / beta) (eV): 5.15 / 3.27
Strongest force on any atom (eV/A): 6.0

Structure (XYZ):
```
94
Properties=species:S:1:pos:R:3:lowdin_spin:R:1
Pb -10.34 3.50 32.71 -0.001
Cu -3.41 2.80 30.95 0.130
Cu -6.55 3.89 32.10 0.023
C -3.44 6.73 30.64 0.087
C -4.57 5.86 30.08 0.104
O -4.70 4.66 30.79 0.729
H -3.40 7.61 30.00 0.006
H -2.56 6.10 30.79 0.000
H -3.63 7.05 31.67 0.002
H -4.21 5.64 29.08 0.041
H -5.48 6.47 30.05 -0.001
O -5.12 2.14 32.21 0.681
C -5.84 1.12 32.91 0.085
C -7.05 1.59 33.79 0.021
O -7.82 2.72 33.49 0.016
H -5.13 0.56 33.52 0.017
H -6.32 0.30 32.37 0.047
H -6.74 1.84 34.80 0.007
H -7.86 0.87 33.77 -0.001
O -1.31 0.93 35.94 0.016
S -2.71 0.96 36.37 0.009
O -3.67 -0.01 35.90 0.004
O -2.66 0.77 38.08 0.638
C -1.53 1.25 38.88 0.132
C -2.01 2.29 39.90 0.110
C -3.36 2.61 36.20 0.014
H -0.78 1.73 38.25 0.000
H -1.07 0.48 39.49 0.052
H -2.45 3.26 39.63 0.008
H -1.22 2.57 40.60 0.009
H -2.75 1.88 40.58 0.000
H -3.62 2.52 35.15 0.005
H -2.58 3.29 36.53 0.000
H -4.26 2.64 36.82 0.001
O -2.80 0.54 31.35 -0.001
S -2.36 -0.84 31.49 0.000
O -3.19 -2.01 31.21 0.000
O -0.98 -0.97 30.56 0.000
C -0.50 -2.26 30.26 0.000
C 0.91 -2.27 29.65 0.000
C -1.50 -0.93 33.12 0.000
H -1.02 -2.74 29.42 0.000
H -0.37 -2.96 31.08 0.000
H 1.45 -3.20 29.80 0.000
H 1.44 -1.48 30.18 0.000
H 0.94 -1.93 28.61 0.000
H -1.00 0.00 33.41 0.000
H -0.91 -1.84 33.12 0.000
H -2.32 -1.13 33.81 0.000
O -4.41 1.97 29.10 0.005
S -5.01 0.89 28.28 0.000
O -5.91 1.23 27.14 0.002
O -3.78 -0.17 27.90 0.000
C -4.14 -1.24 26.97 0.000
C -3.87 -2.52 27.77 0.000
C -5.91 -0.33 29.35 0.000
H -3.61 -1.31 26.02 0.000
H -5.08 -1.04 26.47 0.000
H -2.87 -2.77 28.12 0.000
H -4.34 -3.45 27.43 0.000
H -4.53 -2.47 28.64 0.000
H -5.28 -0.75 30.13 0.000
H -6.31 -1.06 28.64 0.000
H -6.72 0.30 29.73 0.000
O -7.61 3.45 40.18 0.000
S -6.82 2.98 39.03 0.000
O -5.36 2.93 39.10 0.001
O -7.33 1.50 38.55 0.000
C -8.42 0.92 39.22 0.000
C -9.72 1.40 38.65 0.000
C -7.33 3.96 37.58 0.000
H -8.46 1.05 40.30 0.000
H -8.35 -0.16 39.07 0.000
H -10.62 0.94 39.04 0.000
H -9.83 1.13 37.60 0.000
H -9.81 2.48 38.75 0.000
H -7.01 3.41 36.70 0.000
H -6.83 4.93 37.66 0.000
H -8.41 4.11 37.48 0.000
O -10.68 1.00 32.92 0.000
S -11.04 -0.34 33.35 0.000
O -11.73 -0.39 34.62 0.000
O -11.88 -1.27 32.19 0.000
C -12.46 -2.57 32.51 0.000
C -13.80 -2.65 31.97 0.000
C -9.60 -1.38 33.44 0.000
H -12.53 -2.63 33.60 0.000
H -11.84 -3.40 32.19 0.000
H -14.22 -1.69 31.68 0.000
H -14.41 -3.27 32.63 0.000
H -13.91 -3.20 31.03 0.000
H -8.76 -0.86 32.97 0.000
H -9.87 -2.39 33.14 0.000
H -9.35 -1.43 34.50 0.000
```

***

Record 5
The following is a DFT calculation (ωB97M-V/def2-TZVPD) of a cluster of 2 separate species, CH3N3O in total.

Calculated values
E_LUMO (alpha / beta) (eV): -1.2915 / -1.4293
Relative energy (zero: lowest compared OMol25 entry of this formula, charge and spin) (eV): 6.476
Kohn-Sham gap (alpha / beta) (eV): 8.54 / 8.25
Strongest force on any atom (eV/A): 3.5

Structure (XYZ):
```
8
Properties=species:S:1:pos:R:3:lowdin_charge:R:1
C 0.08 2.12 -0.13 -0.181
N -0.79 2.79 -0.44 -0.030
N -0.23 -1.38 0.51 0.091
N 0.69 -0.63 -0.22 -0.146
O 1.17 0.46 0.29 -0.092
H -0.96 -1.87 -0.05 0.117
H -0.62 -0.79 1.23 0.101
H 0.65 -0.71 -1.19 0.140
```

***

Record 6
The following is a DFT calculation (ωB97M-V/def2-TZVPD) of an isolated molecule of C2HClN2O.

Calculated values
E_LUMO (eV): 0.2710
SMILES: N#CNC(=O)Cl
Relative energy (zero: lowest compared OMol25 entry of this formula, charge and spin) (eV): 0.000
Kohn-Sham gap (eV): 11.67
Strongest force on any atom (eV/A): 1.0

Structure (XYZ):
```
7
Properties=species:S:1:pos:R:3:lowdin_charge:R:1
N 0.36 -2.53 0.10 0.183
C 0.03 -1.44 0.12 -0.275
N -0.39 -0.17 0.15 0.047
C 0.39 0.88 -0.21 -0.870
O 1.50 0.87 -0.61 0.097
Cl -0.54 2.39 -0.02 0.677
H -1.34 0.00 0.47 0.140
```

***

Record 7
The following is a DFT calculation (ωB97M-V/def2-TZVPD) of a cluster of 3 separate species, C3H5NO2 in total.

Calculated values
E_LUMO (eV): -0.2469
Relative energy (zero: lowest compared OMol25 entry of this formula, charge and spin) (eV): 4.246
Kohn-Sham gap (eV): 9.59
Strongest force on any atom (eV/A): 0.6

Structure (XYZ):
```
11
Properties=species:S:1:pos:R:3:lowdin_charge:R:1
O 2.64 0.12 0.31 0.137
C 1.47 -0.04 0.25 -0.498
N 0.59 -1.06 0.24 0.030
C -0.70 -0.50 0.57 -0.237
C -0.60 0.80 -0.18 -0.195
O 0.61 1.25 -0.03 0.030
H 0.11 -0.69 -1.23 0.181
H -1.53 -1.14 0.28 0.126
H -0.77 -0.26 1.65 0.141
H -1.37 1.54 -0.36 0.143
H -0.46 -0.04 -1.50 0.142
```

***

Record 8
The following is a DFT calculation (ωB97M-V/def2-TZVPD) of a structure of composition C45H58N2O4P2S4Sr.

Calculated values
E_LUMO (eV): 3.9476
Total charge: -2
Relative energy (zero: lowest compared OMol25 entry of this formula, charge and spin) (eV): 1.529
Kohn-Sham gap (eV): 5.68
Strongest force on any atom (eV/A): 1.8

Structure (XYZ):
```
116
Properties=species:S:1:pos:R:3:lowdin_charge:R:1
Sr -0.25 -0.13 0.53 1.128
C 3.68 2.06 -0.14 -0.121
N 2.90 1.51 -1.24 -0.172
C 3.65 0.45 -1.91 -0.192
C 2.85 -0.50 -2.79 -0.187
N 2.10 -1.56 -2.11 -0.177
C 1.14 -2.15 -3.03 -0.107
C 2.94 -2.51 -1.46 -0.290
C 3.49 -3.58 -2.17 -0.050
C 4.30 -4.52 -1.57 -0.127
C 4.58 -4.39 -0.21 -0.133
C 4.05 -3.34 0.51 -0.142
C 3.21 -2.38 -0.09 -0.608
S 2.55 -1.08 0.88 0.575
C 2.38 2.50 -2.13 -0.278
C 3.17 3.58 -2.50 -0.052
C 2.70 4.59 -3.32 -0.119
C 1.40 4.52 -3.79 -0.121
C 0.60 3.45 -3.43 -0.148
C 1.05 2.42 -2.59 -0.616
S -0.06 1.13 -2.20 0.533
H 4.68 2.41 -0.45 0.071
H 3.80 1.29 0.62 0.022
H 3.14 2.90 0.29 0.097
H 4.18 -0.13 -1.15 0.091
H 4.42 0.90 -2.56 0.120
H 3.56 -0.97 -3.49 0.119
H 2.14 0.08 -3.39 0.085
H 1.59 -2.48 -3.99 0.074
H 0.38 -1.40 -3.25 0.030
H 0.67 -3.01 -2.56 0.094
H 3.27 -3.66 -3.23 0.098
H 4.71 -5.35 -2.14 0.082
H 5.22 -5.11 0.28 0.085
H 4.26 -3.23 1.56 0.083
H 4.19 3.63 -2.13 0.095
H 3.34 5.43 -3.57 0.082
H 0.99 5.32 -4.40 0.088
H -0.43 3.40 -3.77 0.072
C -0.74 1.89 3.91 -0.072
C -0.74 0.46 3.42 -0.312
C -1.92 -0.12 2.96 -0.059
C -1.97 -1.47 2.58 -0.306
C -3.28 -2.10 2.17 -0.033
C -0.80 -2.22 2.66 -0.057
C 0.38 -1.68 3.18 -0.350
C 1.52 -2.60 3.54 -0.097
C 0.41 -0.33 3.51 -0.069
H -0.76 1.89 5.01 0.084
H -1.61 2.43 3.54 0.046
H 0.14 2.43 3.58 0.069
H -2.83 0.47 2.90 0.104
H -3.92 -1.38 1.66 0.058
H -3.80 -2.46 3.06 0.084
H -3.12 -2.93 1.49 0.088
H -0.83 -3.27 2.40 0.128
H 1.29 -3.09 4.49 0.082
H 2.45 -2.04 3.63 0.053
H 1.67 -3.36 2.77 0.071
H 1.31 0.11 3.92 0.130
C -2.96 -0.86 -3.87 -0.042
C -3.79 0.39 -3.59 -0.632
C -5.27 0.16 -3.89 -0.042
C -3.24 1.57 -4.37 -0.037
O -3.65 0.79 -2.21 -0.186
P -3.70 -0.21 -0.96 0.233
O -4.87 -1.13 -1.06 -0.296
O -2.33 -0.80 -0.73 -0.452
O -3.86 0.85 0.24 -0.184
C -4.95 1.76 0.51 -0.610
C -4.59 2.39 1.85 -0.036
C -5.00 2.84 -0.57 -0.022
C -6.27 1.01 0.60 -0.038
H -3.02 -1.10 -4.94 0.083
H -3.34 -1.70 -3.30 0.080
H -1.92 -0.67 -3.60 0.046
H -5.39 -0.13 -4.94 0.078
H -5.83 1.08 -3.72 0.077
H -5.66 -0.63 -3.25 0.067
H -3.28 1.37 -5.45 0.082
H -2.21 1.75 -4.07 0.040
H -3.83 2.47 -4.16 0.081
H -3.59 2.82 1.80 0.048
H -4.62 1.63 2.63 0.075
H -5.30 3.18 2.11 0.079
H -4.01 3.27 -0.70 0.080
H -5.70 3.63 -0.26 0.079
H -5.33 2.43 -1.52 0.071
H -6.23 0.27 1.41 0.082
H -6.49 0.49 -0.32 0.069
H -7.07 1.73 0.82 0.082
S 0.49 6.22 2.18 0.096
P -0.93 5.31 1.13 -0.024
S -0.87 3.36 0.82 0.245
C -1.12 6.13 -0.51 -0.378
C -0.88 7.49 -0.64 -0.110
C -1.07 8.13 -1.86 -0.103
C -1.51 7.40 -2.96 -0.110
C -1.73 6.03 -2.84 -0.099
C -1.53 5.40 -1.62 -0.120
C -2.56 5.71 1.89 -0.366
C -2.65 5.89 3.27 -0.120
C -3.88 6.12 3.88 -0.102
C -5.03 6.19 3.11 -0.119
C -4.95 6.02 1.73 -0.112
C -3.72 5.77 1.13 -0.098
H -0.52 8.04 0.22 0.069
H -0.88 9.19 -1.95 0.089
H -1.66 7.89 -3.91 0.089
H -2.04 5.45 -3.70 0.099
H -1.66 4.32 -1.53 0.062
H -1.74 5.86 3.85 0.063
H -3.93 6.26 4.95 0.091
H -5.99 6.38 3.58 0.089
H -5.85 6.07 1.12 0.096
H -3.67 5.63 0.06 0.096
```

***

Record 9
The following is a DFT calculation (ωB97M-V/def2-TZVPD) of a structure of composition C22H16ClF5N3O2Ta.

Calculated values
E_LUMO (eV): -8.5294
Total charge: +2
Relative energy (zero: lowest compared OMol25 entry of this formula, charge and spin) (eV): 0.647
Kohn-Sham gap (eV): 5.46
Strongest force on any atom (eV/A): 0.9

Structure (XYZ):
```
50
Properties=species:S:1:pos:R:3:lowdin_charge:R:1
Ta -0.16 0.23 0.09 1.901
O -1.76 -5.09 0.64 0.105
C -0.46 -5.15 0.34 -0.237
C 0.23 -6.36 0.28 0.014
C 1.57 -6.39 -0.01 -0.015
C 2.29 -5.21 -0.24 -0.044
C 1.63 -4.01 -0.18 -0.002
C 0.24 -3.95 0.09 -0.078
C -0.41 -2.68 0.10 -0.256
O 0.40 -1.55 0.03 -0.199
N -1.69 -2.45 0.15 0.151
N -1.89 -1.09 0.08 -0.099
C -3.07 -0.62 0.16 0.029
C -3.16 0.83 0.00 -0.221
C -4.33 1.54 0.01 0.052
C -4.27 2.92 -0.23 0.040
C -3.05 3.52 -0.48 0.019
C -1.91 2.75 -0.46 -0.069
N -1.95 1.42 -0.22 -0.052
H -2.10 -5.98 0.82 0.137
H -0.31 -7.29 0.46 0.133
H 2.08 -7.34 -0.06 0.128
H 3.35 -5.24 -0.46 0.119
H 2.16 -3.09 -0.35 0.102
H -3.94 -1.26 0.30 0.165
H -5.27 1.04 0.19 0.145
H -5.18 3.50 -0.22 0.142
H -2.98 4.58 -0.69 0.138
H -0.93 3.19 -0.63 0.119
F 0.51 -0.34 3.01 0.117
C 0.85 0.51 2.03 -0.486
F 2.18 0.43 1.80 0.097
C 0.45 1.94 2.39 -0.580
F 0.69 2.63 1.22 0.089
F 1.00 2.53 3.39 0.270
F -0.90 1.93 2.52 0.142
Cl 2.22 -2.61 -6.06 0.740
C 1.91 -1.59 -4.70 -0.651
C 2.61 -1.79 -3.52 -0.074
C 2.36 -0.97 -2.44 -0.054
C 1.42 0.05 -2.52 -0.310
C 1.15 0.93 -1.33 -0.224
C 0.74 0.25 -3.71 -0.038
C 0.97 -0.58 -4.81 -0.076
H 3.35 -2.58 -3.47 0.119
H 2.94 -1.10 -1.53 0.120
H 0.78 1.92 -1.63 0.090
H 2.01 1.04 -0.65 0.104
H 0.02 1.06 -3.81 0.117
H 0.45 -0.42 -5.74 0.119
```

***

Record 10
The following is a DFT calculation (ωB97M-V/def2-TZVPD) of a structure of composition C12H12FN4O4PdSSe4.

Calculated values
E_LUMO (alpha / beta) (eV): -4.0199 / -6.3070
Total charge: +1
Relative energy (zero: lowest compared OMol25 entry of this formula, charge and spin) (eV): 0.000
Multiplicity: 5
Kohn-Sham gap (alpha / beta) (eV): 7.32 / 5.04
Strongest force on any atom (eV/A): 0.8

Structure (XYZ):
```
39
Properties=species:S:1:pos:R:3:lowdin_spin:R:1
Pd 0.45 -0.02 0.10 1.268
Se 0.51 -0.20 2.82 0.747
Se -0.26 1.82 3.38 0.340
Se -1.22 2.98 1.53 0.372
Se -0.17 2.46 -0.37 0.756
C 2.46 -2.94 -4.15 0.000
C 2.36 -2.81 -2.67 0.007
C 2.02 -3.82 -1.81 0.017
C 1.92 -3.53 -0.44 0.004
N 2.20 -2.32 0.05 0.043
C 2.54 -1.34 -0.79 0.020
S 2.85 0.26 -0.27 0.134
N 2.60 -1.60 -2.13 0.018
C 1.50 -4.56 0.55 -0.001
H 2.30 -3.97 -4.46 0.000
H 3.45 -2.62 -4.49 0.000
H 1.71 -2.31 -4.63 0.000
H 1.81 -4.81 -2.18 0.001
H 2.83 -0.81 -2.73 0.000
H 1.24 -5.50 0.08 0.000
H 0.66 -4.18 1.12 0.000
H 2.32 -4.73 1.25 0.000
F -5.60 2.90 -0.36 0.000
C -5.35 1.63 -0.04 0.001
C -4.54 0.87 -0.77 0.001
N -4.29 -0.45 -0.44 0.004
C -3.25 -1.17 -1.14 0.004
C -1.88 -0.77 -0.63 0.020
O -0.86 -0.98 -1.35 0.115
O -1.76 -0.23 0.50 0.125
C -4.84 -1.04 0.69 0.001
O -4.59 -2.18 1.01 0.000
N -5.69 -0.22 1.40 0.000
C -6.01 1.11 1.16 0.000
O -6.76 1.73 1.88 0.000
H -4.05 1.24 -1.66 0.000
H -3.32 -1.02 -2.21 0.001
H -3.39 -2.23 -0.92 0.000
H -6.12 -0.65 2.21 0.000
```